1.
Here is a structure of composition C3H5N5 at a distorted geometry from the OMol25 dataset. Energies are from ωB97M-V/def2-TZVPD.

The HOMO energy is -7.9 eV. Its charge is 0. The HOMO-LUMO gap is 7.5 eV. The calculation puts the energy above the lowest of the compared OMol25 structures with the same formula, charge and spin at 8.834 eV. As for the multiplicity: 1. The value obtained for the total energy is -390.7938 Eh.

```
13
Properties=species:S:1:pos:R:3:forces:R:3
C -0.356513 -0.921932 -0.018659 -3.3 4.5 0.5
C 2.221604 -0.127442 -0.089536 4.0 8.1 0.1
C 1.305481 0.981842 -0.083649 3.4 -0.8 1.9
H -3.507645 -0.646631 -0.655821 3.4 3.8 1.9
H -2.377853 0.453695 1.000332 -1.7 -0.1 -4.7
H 3.290432 0.274141 0.025515 -1.1 -1.8 -0.6
H 1.329765 2.095220 0.221275 0.9 -1.8 -1.2
H -0.487088 1.315230 -0.086069 -0.5 -2.4 0.3
N -2.383505 0.179309 -0.267601 -2.8 -2.9 4.1
N -1.662385 -1.031178 0.131988 3.3 -1.7 -1.7
N 0.626307 -1.753054 -0.022444 1.0 -2.9 -0.3
N 1.837243 -1.300059 -0.131888 0.2 -4.8 0.6
N 0.164160 0.480853 -0.023446 -6.8 2.7 -0.9
```
Positions in Å, forces in eV/Å.

Atomic partial charges in e from the Mulliken method, atoms 1 to 2: atom 1 (C): 0.5235, atom 2 (C): -0.2014


2.
Here is a cluster of 2 separate species, C4H12IN2P in total at a distorted geometry from the OMol25 dataset. Energies are from ωB97M-V/def2-TZVPD.

The HOMO energy (spin up / spin down) is -7.2 / -7.2 eV. Its charge is 0. The HOMO-LUMO gap (spin up / spin down) is 5.2 / 5.2 eV. The calculation puts the energy above the lowest of the compared OMol25 structures with the same formula, charge and spin at 0.836 eV. As for the multiplicity: 1. The value obtained for the total energy is -908.0893 Eh.

```
20
Properties=species:S:1:pos:R:3:forces:R:3
C 0.329533 2.605328 -0.878335 -1.5 1.1 2.1
C 0.171407 1.183254 1.144900 0.7 -0.6 3.7
C -0.960461 -2.254680 -0.385260 -1.0 -0.6 -3.4
C 1.320642 -1.628748 0.155713 1.8 1.0 -0.3
N 0.221940 1.288586 -0.267147 0.0 -0.5 -2.0
N 0.022161 -1.197606 -0.267144 -0.4 -0.8 -1.0
P -0.180151 0.064098 -1.320456 -0.4 0.8 2.6
I -3.546939 0.603828 0.703253 0.6 -0.1 -0.4
H 0.772734 3.311794 -0.147988 0.2 -0.5 -0.8
H 0.767656 2.549144 -1.812841 1.7 0.0 -1.6
H -0.657738 3.003206 -1.116698 -0.4 0.0 0.4
H 1.012728 1.749254 1.744371 -1.1 -1.1 -1.7
H -0.761952 1.556604 1.651253 0.3 -0.1 -1.2
H 0.192673 0.080927 1.419590 0.1 1.8 -0.1
H -0.553023 -3.284583 -0.440752 0.2 0.7 0.0
H -1.659551 -2.209018 0.391445 -1.2 0.2 1.2
H -1.575589 -2.111382 -1.394402 1.0 -0.2 2.0
H 1.291979 -2.659520 0.360883 0.0 -1.5 -0.3
H 2.069889 -1.396070 -0.632615 -0.2 -0.4 0.6
H 1.722070 -1.254416 1.092233 -0.3 0.8 0.2
```
Positions in Å, forces in eV/Å.

Atomic partial charges in e from the Mulliken method, atoms 1 to 2: atom 1 (C): -0.9145, atom 2 (C): -0.6528


3.
Here is a cluster of 7 separate species, C90H52O16 in total at a distorted geometry from the OMol25 dataset. Energies are from ωB97M-V/def2-TZVPD.

The HOMO energy is -9.4 eV. Its charge is 0. The HOMO-LUMO gap is 8.1 eV. The calculation puts the energy above the lowest of the compared OMol25 structures with the same formula, charge and spin at 4.131 eV. As for the multiplicity: 1. The value obtained for the total energy is -4664.5450 Eh. Its structure (SMILES) is O=C1c2ccccc2C(=O)c2ccccc21.O=C1c2ccccc2C(=O)c2ccccc21.O=C1c2ccccc2C(=O)c2ccccc21.O=C1c2ccccc2C(=O)c2ccccc21.O=C1c2ccccc2C(=O)c2ccccc21.O=C1c2ccccc2C(=O)c2ccccc21.O=C1C=C(O)C(=O)C=C1O.

```
158
Properties=species:S:1:pos:R:3:forces:R:3
O -28.161265 -1.044447 17.772513 2.4 -2.5 2.0
C -27.664550 -2.011472 18.407156 -3.1 -0.3 -1.5
C -26.372650 -2.776188 18.050690 -0.6 1.2 -0.4
C -25.663397 -2.343890 16.917259 -0.3 -1.4 0.2
C -24.639817 -3.155910 16.472074 1.4 0.9 -0.9
C -24.129385 -4.246758 17.133965 -1.4 -0.8 1.1
C -24.861679 -4.683655 18.249386 0.0 0.2 -0.2
C -25.985915 -3.977753 18.684790 -0.2 0.5 1.1
C -26.781239 -4.491816 19.914268 1.4 -1.2 -1.0
O -26.346614 -5.393947 20.625382 -0.5 1.3 -0.9
C -28.150068 -3.993602 19.984090 -3.4 -0.4 1.9
C -29.145353 -4.750045 20.817511 5.2 -0.7 -1.8
C -30.407875 -4.423087 20.893840 -2.3 1.3 -0.5
C -30.880806 -3.453285 20.002700 -0.8 1.1 1.8
C -30.040911 -2.659030 19.264839 0.7 0.0 -0.6
C -28.653907 -2.866878 19.299398 2.0 -0.6 -0.3
H -25.931216 -1.545817 16.240684 -0.4 0.4 0.5
H -24.130373 -2.844004 15.572304 0.1 0.1 -0.3
H -23.302585 -4.833228 16.761321 0.1 0.1 -0.1
H -24.612392 -5.603746 18.757007 0.1 0.0 0.2
H -28.922854 -5.721554 21.233502 1.0 0.2 0.4
H -31.018982 -4.906750 21.641524 -0.4 -0.1 -0.3
H -31.892050 -3.149784 20.229994 -0.4 0.0 -1.0
H -30.379714 -1.911625 18.562701 -0.3 0.3 0.3
O -14.187452 -6.560877 20.858323 -1.6 -0.3 2.2
C -15.008776 -6.560264 21.788095 0.8 0.5 -0.5
C -16.521249 -6.349134 21.512162 2.0 -0.9 1.9
C -16.951373 -6.521900 20.221478 0.5 0.2 0.0
C -18.275094 -6.351576 19.939767 -1.0 0.6 0.2
C -19.218589 -6.187230 20.982502 0.8 0.7 -0.8
C -18.775370 -6.036649 22.279125 0.6 -1.1 0.4
C -17.398381 -6.152194 22.586186 -0.6 0.8 -0.8
C -16.945102 -6.073573 24.013025 -3.3 -1.5 1.0
O -17.856052 -6.091679 24.890831 2.9 0.7 -1.7
C -15.524855 -6.326413 24.279746 1.7 0.1 2.8
C -15.031188 -6.249457 25.650958 1.7 -0.9 -1.8
C -13.632577 -6.534471 25.939227 -3.3 0.5 -0.2
C -12.814923 -7.074570 24.961081 0.1 1.4 -0.1
C -13.253591 -7.034827 23.656308 -1.9 0.3 -1.6
C -14.594331 -6.665640 23.288021 0.7 -0.1 -0.6
H -16.187522 -6.761619 19.496586 -0.1 0.2 -0.3
H -18.529143 -6.164106 18.906944 -0.5 -0.7 -0.1
H -20.264885 -6.043355 20.756789 -0.1 -0.1 0.0
H -19.496710 -6.007795 23.082383 0.1 0.4 0.1
H -15.718912 -6.049381 26.459284 0.0 0.4 -0.1
H -13.298045 -6.237827 26.922331 0.2 -0.5 0.2
H -11.770748 -7.230139 25.188906 0.1 -0.3 -0.1
H -12.616372 -7.189293 22.798115 0.3 -0.4 0.1
O -22.574891 -3.296392 21.318408 -0.8 1.0 0.0
C -22.622263 -2.152227 21.758976 1.3 -1.0 0.2
C -21.767146 -1.823968 22.931914 0.2 0.4 1.4
C -20.950476 -2.838507 23.487220 0.6 2.0 -0.7
C -19.975866 -2.494168 24.446950 -1.9 -0.8 0.3
C -19.969024 -1.224973 25.054823 -0.2 -0.7 -1.8
C -20.835671 -0.249699 24.545016 -0.1 -0.6 0.9
C -21.762926 -0.521967 23.518101 0.8 -0.8 0.3
C -22.654313 0.562075 23.013241 0.1 -0.5 -2.0
O -22.676481 1.677565 23.454093 0.0 0.7 0.9
C -23.372780 0.282072 21.698451 -1.3 -0.8 -0.4
C -24.134986 1.320128 21.051981 1.7 -1.2 1.4
C -24.733557 1.097957 19.836605 0.0 -2.0 -0.1
C -24.689017 -0.230881 19.302908 2.4 1.5 -0.5
C -23.818235 -1.209755 19.844251 -3.0 0.5 0.0
C -23.330102 -1.032937 21.120167 0.4 1.8 0.2
H -20.960727 -3.796415 22.988503 0.0 -0.2 0.2
H -19.486340 -3.377609 24.829463 0.9 0.3 0.2
H -19.229715 -0.980069 25.803059 -0.1 0.0 0.1
H -20.807272 0.659801 25.126732 -0.4 0.5 -0.6
H -24.136183 2.279936 21.547121 0.0 0.0 -0.1
H -25.195890 1.914572 19.302016 -0.3 -0.1 0.0
H -24.938336 -0.334365 18.257191 -0.7 -0.2 0.1
H -23.815607 -2.197341 19.407130 0.4 -0.1 -0.2
O -21.116990 5.647856 19.277565 -0.8 -0.2 -0.7
C -21.459248 5.705359 20.434449 -0.8 -0.5 0.4
C -22.870192 5.318512 20.944216 0.2 0.1 -0.9
C -23.920581 5.173516 19.993200 1.2 -0.7 0.5
C -25.129258 4.654685 20.390224 -0.5 0.4 2.4
C -25.347780 4.469167 21.794312 0.5 -0.3 -0.1
C -24.300674 4.525951 22.729887 -1.5 0.9 -0.8
C -23.097459 5.002745 22.301097 2.0 0.3 -0.7
C -22.018360 5.228543 23.334864 0.9 0.9 1.2
O -22.133523 4.873765 24.518677 0.4 0.9 -2.8
C -20.755344 6.051393 22.821263 0.0 0.8 1.3
C -19.902324 6.703095 23.814881 -1.4 -1.9 -2.0
C -18.636879 7.141037 23.424602 -0.6 -1.3 -1.2
C -18.275662 6.967566 22.078353 -1.0 -1.0 -1.1
C -19.144894 6.414753 21.022228 1.1 2.6 3.2
C -20.456661 6.120009 21.418721 0.8 -0.8 2.0
H -23.750954 5.353620 18.941915 0.3 0.2 0.0
H -25.951478 4.457686 19.718243 0.0 0.2 -0.2
H -26.333378 4.282754 22.194627 -0.2 -0.4 -0.3
H -24.394889 4.412627 23.799787 -0.4 -0.4 0.0
H -20.283709 6.674884 24.824902 0.3 0.0 0.2
H -17.836996 7.336069 24.123560 -0.3 0.7 0.2
H -17.248980 7.221481 21.859595 0.0 0.0 -0.4
H -18.759704 6.499110 20.016782 -0.4 -0.4 -0.1
O -21.813809 -0.619042 14.542274 0.3 -0.9 0.5
C -21.313412 -0.991731 15.591566 0.6 0.6 -0.4
C -20.679624 -2.378078 15.787337 -1.3 2.0 1.3
C -20.742201 -3.323693 14.761373 1.6 -0.7 1.0
C -20.258582 -4.605850 15.077084 0.0 1.6 0.9
C -19.681285 -4.793830 16.348665 -0.9 -1.5 -1.7
C -19.703093 -3.871080 17.381514 -0.4 -1.8 -0.3
C -20.266289 -2.654511 17.147016 -0.3 1.1 -0.7
C -20.477127 -1.724806 18.357391 -0.9 -1.8 2.6
O -20.365324 -2.194088 19.543595 -0.1 1.9 -4.3
C -20.987224 -0.346427 18.072432 0.3 -1.5 -2.0
C -21.094886 0.570107 19.059645 0.0 -0.9 1.4
C -21.388978 1.860807 18.771127 0.7 1.0 -0.1
C -21.442580 2.276490 17.444069 0.3 0.4 0.6
C -21.448973 1.358860 16.400596 0.2 0.8 0.7
C -21.260962 0.035740 16.730059 0.3 -1.8 -0.1
H -20.916326 -3.139845 13.711475 -0.8 0.6 0.2
H -20.421841 -5.365479 14.326933 0.6 -0.4 0.2
H -19.378169 -5.819823 16.496478 0.4 0.0 0.6
H -19.533683 -4.309138 18.354042 0.5 0.8 0.3
H -20.890924 0.224243 20.062235 0.0 0.2 0.2
H -21.292037 2.534280 19.609837 -0.4 0.5 -0.2
H -21.305254 3.337248 17.294644 -0.6 0.2 -0.4
H -21.457946 1.728226 15.385762 -0.2 -0.4 -0.1
O -13.667659 -4.057680 28.799674 -1.3 3.9 3.0
C -14.003500 -3.025227 29.491437 1.9 -2.1 -1.5
C -13.235546 -2.550636 30.733728 -0.9 -0.9 -0.6
C -12.290718 -3.383925 31.290128 1.4 0.4 2.4
C -11.681065 -3.050672 32.568146 -0.5 1.0 -1.1
C -12.081587 -1.919295 33.294334 -1.4 0.1 -2.0
C -13.057336 -1.075418 32.673137 0.3 -0.7 0.0
C -13.608580 -1.374637 31.423088 -0.8 1.1 -0.2
C -14.682687 -0.390724 30.814552 -0.8 1.0 -0.3
O -14.889222 0.766861 31.211493 0.8 -3.0 -0.6
C -15.548574 -0.987647 29.620755 0.1 3.3 3.1
C -16.757693 -0.354512 29.212251 -0.4 -1.2 -0.8
C -17.616981 -0.998378 28.267687 2.7 1.8 0.8
C -17.058337 -2.061920 27.551513 -2.4 0.6 1.0
C -15.907361 -2.603982 28.015657 0.7 -2.4 -0.1
C -15.153899 -2.159084 29.100911 -0.2 -1.9 -2.2
H -11.965584 -4.317283 30.854774 -0.2 0.1 -0.4
H -10.792563 -3.555986 32.916886 -0.3 -0.6 0.0
H -11.705802 -1.663950 34.274122 0.2 -0.1 -0.1
H -13.430488 -0.188251 33.163137 0.1 0.1 0.1
H -17.092288 0.611768 29.559739 0.4 -0.1 0.6
H -18.532148 -0.473829 28.035908 -0.2 -0.4 -0.2
H -17.749943 -2.548373 26.879624 0.6 -0.4 -0.5
H -15.643896 -3.601273 27.695688 0.3 0.1 -0.6
O -22.574877 -7.990859 26.724070 -0.4 0.7 -0.1
C -22.942247 -7.101331 25.990835 0.7 0.9 -1.9
C -22.489602 -6.907654 24.550073 0.0 -0.1 1.1
C -23.096522 -6.084689 23.686656 -0.5 0.3 -0.9
O -22.641740 -6.004071 22.416123 -0.3 -0.2 0.8
C -24.315485 -5.206194 24.060798 -0.2 -0.5 -0.1
O -25.078446 -4.645487 23.280916 1.7 -0.8 0.7
C -24.439458 -5.147964 25.513704 -0.7 1.6 -0.8
C -23.838792 -5.938845 26.363449 -0.4 -0.8 3.3
O -24.177258 -5.695881 27.710347 0.7 -0.4 -1.6
H -21.573514 -7.353876 24.192198 -0.1 -0.6 0.2
H -23.243054 -5.417977 21.950812 -0.2 0.6 -0.6
H -24.972175 -4.318797 25.955377 -0.5 0.0 -0.2
H -23.486375 -6.033382 28.285134 0.2 -0.4 0.1
```
Positions in Å, forces in eV/Å.

Atomic partial charges in e from the Mulliken method, atoms 1 to 2: atom 1 (O): -0.6892, atom 2 (C): 0.3968


4.
Here is the ion H2O4PS with charge -1 at a distorted geometry from the OMol25 dataset. Energies are from ωB97M-V/def2-TZVPD.

The HOMO energy is -4.3 eV. Its charge is -1. The HOMO-LUMO gap is 8.3 eV. The calculation puts the energy above the lowest of the compared OMol25 structures with the same formula, charge and spin at 0.778 eV. As for the multiplicity: 1. The value obtained for the total energy is -1041.7560 Eh. Its structure (SMILES) is O=S(=O)([O-])OP.

```
8
Properties=species:S:1:pos:R:3:forces:R:3
O -2.731241 -1.729434 -1.567060 -1.6 -2.2 -2.0
S -2.212082 -0.792989 -0.682086 3.5 1.2 2.0
O -2.311976 -1.088162 0.737634 0.1 0.4 -1.0
O -2.211660 0.588173 -1.077123 -0.5 0.1 0.2
O -0.250268 -1.218627 -1.083630 -2.1 0.0 0.2
P 0.804903 -0.037836 -0.985864 0.7 0.3 0.4
H -0.059446 0.929524 -0.448146 0.3 0.6 0.2
H 0.931406 0.718314 -2.232965 -0.5 -0.4 0.1
```
Positions in Å, forces in eV/Å.

Atomic partial charges in e from the Mulliken method, atoms 1 to 2: atom 1 (O): -0.5310, atom 2 (S): 1.2201


5.
Here is a cluster of 2 separate species, C4H11N3O2 in total at a distorted geometry from the OMol25 dataset. Energies are from ωB97M-V/def2-TZVPD.

The HOMO energy is -8.2 eV. Its charge is 0. The HOMO-LUMO gap is 8.9 eV. The calculation puts the energy above the lowest of the compared OMol25 structures with the same formula, charge and spin at 3.612 eV. As for the multiplicity: 1. The value obtained for the total energy is -473.6700 Eh. Its structure (SMILES) is NNC(=O)O.C=CNC.

```
20
Properties=species:S:1:pos:R:3:forces:R:3
N -0.525635 0.829048 -1.907648 0.3 -0.2 -0.1
N -1.659351 0.492367 -1.149439 -1.2 0.3 -0.7
C -1.904800 -0.460296 -0.159177 -2.5 1.8 0.7
O -1.835041 -0.243767 1.033769 0.8 -0.9 -0.2
O -2.766924 -1.411093 -0.629864 0.6 -0.1 -0.4
H -0.310825 1.801821 -1.682604 0.8 -0.8 0.3
H 0.186783 0.124836 -1.703159 0.0 1.0 0.0
H -2.478505 0.720810 -1.704546 0.1 -1.0 0.1
H -3.242786 -1.808038 0.112972 0.3 0.1 0.2
C 0.949362 1.881053 1.255481 -0.5 -0.2 -0.8
C 1.335269 0.856873 0.488760 0.8 -1.5 1.4
N 0.805335 -0.472254 0.495406 -0.3 1.2 -0.1
C 1.701147 -1.599841 0.350651 0.3 0.2 0.3
H 1.521064 2.791305 1.271775 0.1 0.2 -0.2
H -0.015296 1.890653 1.736744 0.0 -0.2 0.4
H 2.285938 0.904962 -0.030317 0.0 0.1 -0.3
H 0.163551 -0.604029 1.273366 0.1 0.2 -0.4
H 2.408733 -1.414202 -0.456910 0.0 -0.1 0.0
H 1.124801 -2.497239 0.126655 0.0 0.0 -0.1
H 2.257181 -1.782969 1.278086 0.2 -0.1 -0.1
```
Positions in Å, forces in eV/Å.

Atomic partial charges in e from the Mulliken method, atoms 1 to 2: atom 1 (N): -0.7477, atom 2 (N): -0.0246


6.
Here is a cluster of 2 separate species, C2H5FS in total at a distorted geometry from the OMol25 dataset. Energies are from ωB97M-V/def2-TZVPD.

The HOMO energy is -9.2 eV. Its charge is 0. The HOMO-LUMO gap is 9.2 eV. The calculation puts the energy above the lowest of the compared OMol25 structures with the same formula, charge and spin at 2.845 eV. As for the multiplicity: 1. The value obtained for the total energy is -577.1301 Eh.

```
9
Properties=species:S:1:pos:R:3:forces:R:3
C 2.065553 0.166214 0.717900 -3.4 1.6 0.0
C -1.730760 0.156109 -0.489788 0.8 1.9 0.9
F -1.556616 -1.086608 -0.187463 -0.6 -1.1 -0.6
S -3.168140 0.638029 -1.243148 0.1 -1.2 -0.6
H 2.968746 0.654685 0.453179 0.6 0.8 -0.1
H 1.110141 0.845545 0.935522 2.3 -0.8 -1.0
H 1.780108 -0.499296 -0.078542 -0.1 -0.4 -0.1
H 2.133427 -0.313944 1.646325 0.6 -1.2 1.2
H -3.602460 -0.560734 -1.753985 -0.3 0.3 0.4
```
Positions in Å, forces in eV/Å.

Atomic partial charges in e from the Mulliken method, atoms 1 to 2: atom 1 (C): -0.9291, atom 2 (C): 0.0241